No. 1
Formula: C4H7NO2
Source: the OMol25 dataset
Level of theory: ωB97M-V/def2-TZVPD

Its SMILES is N[C@@]12C[C@@H]1O2.C=O. As for the frontier orbital gap (alpha / beta): 0.2855 / 0.2854 Eh. The energy relative to the best compared isomer or geometry (same formula, charge and spin) is 160.6 kcal/mol. For the energy, the calculation gives -361.624904 hartree.

Element x y z (Å)
N 1.677 0.642 1.827
C 0.643 0.208 1.070
C 0.592 -1.016 0.241
C -0.771 -0.744 0.640
O -0.511 0.952 0.904
H 1.440 1.289 2.562
H 2.452 0.955 1.259
H 1.047 -1.902 0.675
H 0.698 -0.957 -0.835
H -1.390 -0.991 1.483
C -1.436 0.417 -1.847
O -1.382 -0.816 -2.153
H -0.599 1.084 -2.092
H -2.400 0.852 -1.554

Okay, here come the Löwdin numbers, in e, for every atom: 0.15 -0.46 -0.14 0.00 -0.05 0.10 0.11 0.12 0.08 0.08 -0.10 -0.08 0.09 0.09

No. 2
Formula: C4H7NO2
Source: the OMol25 dataset
Level of theory: ωB97M-V/def2-TZVPD

Its SMILES is CC(=O)N(C)C=O. As for the frontier orbital gap: 0.3981 Eh. The energy relative to the best compared isomer or geometry (same formula, charge and spin) is 17.4 kcal/mol. For the energy, the calculation gives -361.853157 hartree.

Element x y z (Å)
C -1.868 -0.001 0.486
C -0.757 0.575 -0.351
O -0.872 1.585 -0.997
N 0.523 -0.078 -0.252
C 1.619 0.666 0.341
C 0.653 -1.325 -0.790
O -0.262 -1.937 -1.304
H -2.723 -0.262 -0.141
H -2.177 0.806 1.160
H -1.558 -0.871 1.067
H 2.539 0.085 0.241
H 1.748 1.632 -0.153
H 1.441 0.830 1.411
H 1.694 -1.705 -0.717

Okay, here come the Löwdin numbers, in e, for every atom: 0.01 -0.44 0.13 -0.09 -0.03 -0.31 0.04 0.10 0.09 0.08 0.09 0.09 0.09 0.14

No. 3
Formula: C4H7NO2
Source: the OMol25 dataset
Level of theory: ωB97M-V/def2-TZVPD

As for the frontier orbital gap (alpha / beta): 0.2759 / 0.3052 Eh. The energy relative to the best compared isomer or geometry (same formula, charge and spin) is 101.6 kcal/mol. For the energy, the calculation gives -361.719021 hartree.

Element x y z (Å)
C 0.403 -2.193 0.978
C 0.365 -0.705 1.066
O 1.016 -0.020 0.195
C 0.914 1.286 -0.073
C -1.275 1.182 -1.313
N -1.050 2.141 -2.057
O -1.658 0.260 -0.677
H -0.534 -2.589 0.548
H 0.527 -2.655 1.967
H 1.230 -2.510 0.333
H -0.297 -0.173 1.754
H 1.698 1.652 -0.726
H 0.466 1.921 0.692
H -1.806 2.403 -2.689

Okay, here come the Löwdin numbers, in e, for every atom: -0.06 -0.20 -0.09 -0.07 -0.42 0.13 0.11 0.08 0.08 0.08 0.13 0.07 0.08 0.08

No. 4
Formula: C4H7NO2
Source: the OMol25 dataset
Level of theory: ωB97M-V/def2-TZVPD

Its SMILES is CCC(=O)C(N)=O. As for the frontier orbital gap: 0.3720 Eh. The energy relative to the best compared isomer or geometry (same formula, charge and spin) is 6.6 kcal/mol. For the energy, the calculation gives -361.870396 hartree.

Element x y z (Å)
C -1.900 -1.139 0.508
C -0.463 -0.924 0.056
C 0.010 0.504 0.085
O -0.701 1.485 0.141
C 1.538 0.654 -0.021
N 1.929 1.679 -0.812
O 2.285 -0.136 0.533
H -2.057 -0.740 1.514
H -2.620 -0.655 -0.158
H -2.125 -2.210 0.533
H 0.253 -1.520 0.631
H -0.331 -1.242 -0.989
H 1.268 2.372 -1.126
H 2.916 1.871 -0.893

Okay, here come the Löwdin numbers, in e, for every atom: -0.09 -0.18 -0.32 0.11 -0.48 0.18 0.07 0.08 0.08 0.07 0.12 0.14 0.11 0.12